ORCA calculation (wB97M-V/def2-TZVPD) on one molecule with the formula C4H4O2 in a non-equilibrium geometry.

The energy above the lowest of the compared OMol25 structures with the same formula, charge and spin is 2.582 eV. As for the total energy: -305.18457 Eh. Its orbital gap is 10.782 eV. The SMILES is O=C1C[C@H]2O[C@@H]12.

Last column: natural (NBO) charge in e.
Cartesian coordinates (Å):
O -0.31 2.34 -0.07  -0.477
C -0.11 1.17 -0.08  0.595
C -1.00 -0.07 0.14  -0.537
C 0.24 -0.91 -0.05  0.066
O 0.86 -0.61 -1.26  -0.437
C 1.14 0.27 -0.18  -0.103
H -1.78 -0.28 -0.58  0.232
H -1.39 -0.06 1.16  0.241
H 0.48 -1.89 0.38  0.201
H 1.87 0.03 0.54  0.218